Model P:
17
Properties=species:S:1:pos:R:3 method="wB97M-V/def2-TZVPD" smiles=C[C@H](N)CS.O gap_ev=10.066 molar_mass_g_mol=109.19 lumo_ev=0.9 multiplicity=1
C 1.21 0.12 -1.65
C 0.08 0.64 -0.78
C -1.04 -0.42 -0.77
S -2.38 -0.27 0.46
N 0.67 1.18 0.49
H 1.73 0.93 -2.19
H 2.00 -0.44 -1.15
H 0.86 -0.58 -2.40
H -0.43 1.48 -1.28
H -0.61 -1.41 -0.65
H -1.57 -0.43 -1.72
H -1.90 -0.97 1.50
H 0.97 0.33 0.94
H -0.15 1.63 0.89
H 3.38 0.13 1.96
H 3.26 -0.70 0.61
O 3.15 -0.69 1.54

***

Model Q:
17
Properties=species:S:1:pos:R:3 method="wB97M-V/def2-TZVPD" gap_ev=8.185 molar_mass_g_mol=109.19 lumo_ev=-1.1 multiplicity=1
C -1.75 -0.39 0.09
C -0.26 -0.22 0.49
C 0.68 -1.21 -0.09
S 2.47 -0.92 0.45
N -2.42 0.93 0.31
H -1.76 -0.52 -0.98
H -2.20 -1.19 0.67
H -0.14 -0.33 1.56
H 0.01 0.75 0.09
H 0.44 -2.26 0.25
H 0.69 -1.20 -1.14
H 1.74 0.70 1.46
H -3.40 0.81 0.52
H -1.99 1.53 1.00
H 2.91 1.43 -2.24
H 2.74 0.74 -0.91
O 2.25 1.37 -1.54

***

Model R:
17
Properties=species:S:1:pos:R:3 method="wB97M-V/def2-TZVPD" smiles=C[C@H](N)CS.O gap_ev=9.973 molar_mass_g_mol=109.19 lumo_ev=0.9 multiplicity=1
C 0.38 -1.97 0.63
C -0.24 -0.69 0.14
C 0.07 -0.31 -1.34
S 1.29 1.05 -1.53
N -1.69 -0.72 0.39
H 0.80 -2.59 -0.12
H 1.08 -1.95 1.45
H -0.50 -2.71 0.97
H 0.21 0.07 0.86
H -0.90 -0.11 -1.86
H 0.48 -1.23 -1.88
H 0.85 1.89 -0.57
H -1.99 -1.55 0.79
H -2.30 -0.42 -0.31
H -0.44 0.72 2.87
H -1.58 1.52 2.28
O -0.73 1.56 2.59

***

Model S:
17
Properties=species:S:1:pos:R:3 method="wB97M-V/def2-TZVPD" smiles=NCCO.CS gap_ev=8.702 molar_mass_g_mol=109.19 lumo_ev=0.8 multiplicity=1
C 2.66 0.12 -1.25
S 0.99 -0.61 -1.40
H 3.26 -0.35 -2.04
H 2.50 1.18 -1.40
H 3.04 -0.10 -0.23
C -1.25 -0.71 1.29
O -2.61 -0.40 0.91
C -0.47 0.55 1.56
N -0.46 1.44 0.32
H -0.71 -1.24 0.49
H -1.23 -1.31 2.18
H -2.67 -0.83 0.05
H -0.89 1.00 2.40
H 0.54 0.30 1.83
H -1.42 1.63 0.07
H 0.32 0.57 -0.65
H -0.06 2.28 0.63

***

Quick one: most stable of them? model P

***

Model P:
17
Properties=species:S:1:pos:R:3 method="wB97M-V/def2-TZVPD" smiles=C[C@H](N)CS.O gap_ev=9.719 molar_mass_g_mol=109.19 lumo_ev=0.8 multiplicity=1
C 0.12 -2.12 0.04
C 0.28 -0.63 -0.20
C -0.53 -0.14 -1.42
S -0.20 1.53 -2.00
N 0.04 0.20 0.97
H 0.70 -2.83 -0.56
H 0.71 -2.30 0.95
H -0.91 -2.41 0.26
H 1.29 -0.45 -0.60
H -1.58 -0.19 -1.09
H -0.43 -0.85 -2.24
H -0.44 2.16 -0.83
H 0.64 -0.21 1.68
H -0.90 0.11 1.35
H 0.87 3.32 1.13
H 0.26 1.92 1.17
O 0.08 2.88 1.38

***

Model Q:
17
Properties=species:S:1:pos:R:3 method="wB97M-V/def2-TZVPD" smiles=CNCCS.O gap_ev=8.628 molar_mass_g_mol=109.19 lumo_ev=0.8 multiplicity=1
C 1.05 0.98 -2.09
N 0.38 1.12 -0.86
C 0.18 0.19 0.24
C -1.33 -0.05 0.16
S -1.85 -0.72 -1.46
H 0.95 -0.01 -2.54
H 1.97 1.57 -2.29
H 0.66 1.70 -2.80
H 0.18 2.02 -0.56
H 0.88 -0.74 0.28
H 0.48 0.75 1.17
H -1.53 -0.62 1.01
H -1.93 0.87 0.44
H -1.89 0.48 -2.04
H 2.66 -0.79 5.58
H 3.48 -1.50 4.45
O 2.70 -0.83 4.59

***

Quick one: most stable of them? model P

***

Model P:
44
Properties=species:S:1:pos:R:3 method="wB97M-V/def2-TZVPD" smiles="C[C@@H](CS(=O)(=O)c1cccc2cccnc12)N1CCCCC1" gap_ev=7.528 molar_mass_g_mol=318.44 lumo_ev=-0.4 multiplicity=1
C -0.71 -0.47 -0.61
H -1.27 0.22 0.02
H -1.38 -0.86 -1.37
H -0.35 -1.29 0.01
C 0.47 0.27 -1.26
N 1.27 -0.48 -2.20
C 1.80 -1.78 -1.81
C 0.90 -2.96 -2.21
C 0.57 -2.91 -3.70
C -0.05 -1.56 -4.04
C 0.91 -0.44 -3.60
H 0.47 0.54 -3.82
H 1.83 -0.54 -4.18
H -1.01 -1.45 -3.52
H -0.23 -1.48 -5.11
H -0.11 -3.72 -3.97
H 1.49 -3.03 -4.27
H -0.02 -2.94 -1.63
H 1.42 -3.89 -1.97
H 1.97 -1.78 -0.74
H 2.76 -1.89 -2.32
C 1.38 0.88 -0.19
H 2.41 0.92 -0.54
H 1.06 1.88 0.10
S 1.49 0.06 1.44
O 2.54 0.72 2.16
O 1.62 -1.38 1.31
C -0.03 0.36 2.36
C -0.56 -0.70 3.06
C -1.66 -0.51 3.91
C -2.20 0.73 4.07
C -1.67 1.84 3.38
C -2.18 3.15 3.52
C -1.60 4.17 2.81
C -0.54 3.87 1.94
N -0.05 2.67 1.78
C -0.57 1.65 2.49
H -0.08 4.64 1.35
H -1.96 5.19 2.89
H -3.01 3.33 4.18
H -3.04 0.89 4.74
H -2.07 -1.36 4.44
H -0.11 -1.67 2.93
H 0.06 1.11 -1.83

***

Model Q:
44
Properties=species:S:1:pos:R:3 method="wB97M-V/def2-TZVPD" smiles="CCCCCCSC1=C(C#N)[C@H](c2ccc(C)o2)CC(=O)N1" gap_ev=8.739 molar_mass_g_mol=318.44 lumo_ev=0.4 multiplicity=1
C -6.29 1.34 0.92
C -5.60 1.70 -0.39
C -4.29 0.95 -0.61
C -4.48 -0.56 -0.79
C -3.21 -1.27 -1.25
C -2.11 -1.18 -0.21
H -1.74 -0.16 -0.11
H -2.45 -1.55 0.75
S -0.69 -2.20 -0.76
C 0.71 -1.46 0.01
C 0.75 -0.73 1.15
C -0.33 -0.46 2.00
N -1.16 -0.23 2.76
C 2.07 -0.09 1.54
C 2.23 1.21 0.80
C 2.33 2.49 1.23
C 2.45 3.29 0.06
C 2.41 2.44 -1.00
O 2.27 1.17 -0.56
C 2.50 2.66 -2.46
H 1.56 2.38 -2.95
H 3.29 2.05 -2.89
H 2.70 3.71 -2.66
H 2.55 4.36 0.02
H 2.31 2.83 2.24
C 3.21 -1.06 1.22
C 3.15 -1.53 -0.21
O 4.11 -1.77 -0.91
N 1.87 -1.73 -0.68
H 1.78 -2.12 -1.61
H 4.18 -0.59 1.39
H 3.13 -1.94 1.86
H 2.07 0.14 2.61
H -2.87 -0.84 -2.19
H -3.44 -2.33 -1.43
H -4.82 -1.00 0.15
H -5.26 -0.73 -1.54
H -3.63 1.14 0.25
H -3.80 1.35 -1.50
H -6.28 1.49 -1.23
H -5.39 2.77 -0.40
H -6.61 0.30 0.92
H -5.60 1.48 1.75
H -7.16 1.97 1.08

***

Quick one: most stable of them? model Q

***

Model P:
9
Properties=species:S:1:pos:R:3 method="wB97M-V/def2-TZVPD" gap_ev=8.299 molar_mass_g_mol=112.17 lumo_ev=0.2 multiplicity=1
C -1.13 0.31 0.62
O -1.74 1.13 -0.23
O -0.36 -0.57 0.30
S 2.88 -0.83 -0.08
S 3.79 0.81 0.22
H -1.29 0.59 1.67
H -2.14 1.84 0.19
H 1.80 -0.37 -0.94
H 1.84 -0.61 0.97

***

Model Q:
9
Properties=species:S:1:pos:R:3 method="wB97M-V/def2-TZVPD" smiles="CO[S@H](=O)=S" gap_ev=9.353 molar_mass_g_mol=112.17 lumo_ev=0.0 multiplicity=1
C -0.26 0.90 -0.31
O 1.99 -2.09 -0.28
O 0.14 -0.41 0.11
S 2.96 0.66 0.60
S 1.66 -0.71 -0.37
H 0.18 1.23 -1.33
H 0.32 1.46 0.39
H -1.32 1.12 -0.21
H 1.38 -0.16 -1.66

***

Quick one: most stable of them? model P

***

Model P:
11
Properties=species:S:1:pos:R:3 method="wB97M-V/def2-TZVPD" gap_ev=11.088 molar_mass_g_mol=124.12 lumo_ev=0.5 multiplicity=1
C -2.07 0.35 0.13
N -2.58 -0.58 -0.41
N 2.86 -0.53 -0.27
O 0.56 -0.47 1.09
O 0.68 0.74 -1.02
O -1.78 1.29 0.77
S 1.80 0.40 0.33
H 0.22 1.49 -0.76
H -2.17 -1.35 -0.90
H 2.42 -1.26 -0.74
H 0.05 -0.07 1.79

***

Model Q:
11
Properties=species:S:1:pos:R:3 method="wB97M-V/def2-TZVPD" smiles="NC(=O)S(N)(=O)=O" gap_ev=10.829 molar_mass_g_mol=124.12 lumo_ev=0.4 multiplicity=1
C 0.50 0.85 0.28
N 0.02 1.93 0.88
N -1.93 0.63 -1.00
O 1.56 0.46 -0.13
O -2.01 0.49 1.46
O -1.03 -1.61 0.09
S -1.10 -0.19 0.24
H 0.54 2.73 0.97
H -0.95 1.79 0.90
H -2.92 0.40 -1.06
H -1.60 0.37 -1.93

***

Quick one: most stable of them? model P

***

Model P:
19
Properties=species:S:1:pos:R:3 method="wB97M-V/def2-TZVPD" gap_ev=10.468 molar_mass_g_mol=76.16 lumo_ev=-4.0 total_charge=+1 multiplicity=1
C -1.18 0.32 -0.68
C -0.66 1.53 0.13
N -2.22 -0.42 0.39
H -1.70 0.73 -1.42
H -0.43 -0.33 -0.89
H -1.35 2.34 0.23
H 0.45 1.85 -0.28
H -2.93 0.27 0.93
H -2.65 -1.27 0.18
H -1.70 -0.53 1.33
H -0.52 1.21 1.15
C 2.26 -0.36 0.64
C 1.93 -0.99 -0.68
H 1.75 -0.83 1.66
H 3.44 -0.56 0.71
H 2.03 0.71 0.52
H 1.03 -1.65 -0.54
H 2.61 -1.63 -1.31
H 1.46 -0.37 -1.44

***

Model Q:
19
Properties=species:S:1:pos:R:3 method="wB97M-V/def2-TZVPD" gap_ev=11.623 molar_mass_g_mol=76.16 lumo_ev=-3.6 total_charge=+1 multiplicity=1
C 1.01 -1.75 0.73
C 1.12 -1.88 -0.76
H 0.13 -1.21 1.12
H 0.84 -2.73 1.19
H 1.90 -1.40 1.26
H 1.80 -1.19 -1.27
H 0.19 -1.85 -1.35
H 1.44 -2.88 -1.07
C -1.30 1.21 -1.14
C -1.25 1.35 0.36
N 0.14 1.59 0.88
H -2.29 1.19 -1.60
H -1.02 0.17 -1.40
H -0.66 1.91 -1.66
H -1.68 0.51 0.93
H -1.93 2.11 0.76
H 0.79 1.80 0.12
H 0.25 2.32 1.59
H 0.50 0.72 1.30

***

Model R:
19
Properties=species:S:1:pos:R:3 method="wB97M-V/def2-TZVPD" gap_ev=12.302 molar_mass_g_mol=76.16 lumo_ev=-3.5 total_charge=+1 multiplicity=1
C 1.89 0.02 1.44
C 1.61 -1.42 1.02
H 1.20 0.18 2.28
H 2.89 0.27 1.74
H 1.81 0.78 0.65
H 1.97 -2.21 1.70
H 2.21 -1.70 0.13
H 0.60 -1.77 0.77
C -1.71 -0.20 -1.83
C -1.67 1.04 -0.91
N -0.58 0.90 0.08
H -2.59 -0.07 -2.46
H -1.92 -1.11 -1.28
H -0.81 -0.26 -2.45
H -2.65 1.21 -0.46
H -1.38 1.91 -1.52
H 0.36 0.87 -0.30
H -0.67 1.58 0.85
H -0.58 -0.02 0.54

***

Quick one: most stable of them? model R